Entry 1:
Entry from the Open Molecules 2025 dataset: C21H39BrIN5O3SSiTc as an isolated structure at a distorted geometry (ωB97M-V with the def2-TZVPD basis set).

Kohn-Sham gap (spin up / spin down) (eV): 3.74 / 4.22
Spin multiplicity: 2
Electronic energy (eV): -135059.9266
Maximum force (Eh/bohr): 0.0757
HOMO energy (spin up / spin down) (eV): -7.2 / -7.2

Element x y z (Å)
1 Tc -0.24 -2.69 -2.41
2 N 1.43 -1.61 -3.25
3 C 2.66 -2.15 -2.67
4 C 2.39 -2.75 -1.27
5 O 3.20 -2.69 -0.37
6 N 1.18 -3.34 -1.23
7 C 0.74 -4.00 -0.04
8 C -0.76 -3.61 0.18
9 O -1.24 -3.62 1.29
10 O -1.37 -3.28 -0.90
11 H 1.53 -1.53 -4.27
12 H 1.31 -0.65 -2.92
13 H 3.45 -1.40 -2.58
14 H 3.03 -2.97 -3.30
15 H 1.33 -3.74 0.84
16 H 0.75 -5.08 -0.18
17 S 0.31 0.56 -5.36
18 C 1.35 1.56 -4.62
19 N 2.09 2.24 -4.05
20 C -5.23 -1.16 -4.34
21 N -3.87 -1.05 -3.89
22 C -3.23 0.08 -3.48
23 C -1.98 -0.30 -3.11
24 N -1.85 -1.64 -3.28
25 C -3.00 -2.07 -3.75
26 H -5.71 -0.19 -4.26
27 H -5.79 -1.88 -3.74
28 H -5.26 -1.49 -5.38
29 H -3.69 1.05 -3.50
30 H -1.17 0.30 -2.74
31 H -3.23 -3.09 -4.00
32 C 2.74 1.88 3.26
33 C 2.40 1.28 1.89
34 C 2.98 2.20 0.81
35 C 3.14 -0.06 1.76
36 Si 0.48 1.09 1.70
37 Br 0.26 -0.12 -0.21
38 C -0.47 2.73 1.24
39 C -1.99 2.51 1.23
40 C -0.11 3.25 -0.16
41 C -0.14 3.82 2.25
42 C -0.40 0.03 3.08
43 C 0.48 -1.12 3.58
44 C -0.72 0.93 4.28
45 C -1.71 -0.62 2.60
46 H 3.82 2.05 3.32
47 H 2.46 1.22 4.07
48 H 2.25 2.84 3.41
49 H 4.07 2.22 0.90
50 H 2.63 3.22 0.91
51 H 2.75 1.84 -0.19
52 H 4.21 0.11 1.88
53 H 3.00 -0.52 0.79
54 H 2.85 -0.78 2.52
55 H -2.27 1.74 0.51
56 H -2.49 3.43 0.95
57 H -2.37 2.22 2.21
58 H -0.40 2.55 -0.94
59 H 0.94 3.47 -0.27
60 H -0.66 4.18 -0.35
61 H -0.38 3.52 3.27
62 H -0.73 4.72 2.03
63 H 0.90 4.10 2.20
64 H 1.40 -0.76 4.04
65 H 0.73 -1.80 2.77
66 H -0.06 -1.69 4.32
67 H 0.17 1.46 4.63
68 H -1.09 0.32 5.11
69 H -1.49 1.65 4.05
70 H -1.52 -1.37 1.83
71 H -2.43 0.09 2.21
72 H -2.17 -1.14 3.43
73 I -0.19 -4.51 -4.33

Results of the Mulliken charge analysis, in e, for atoms 1 through 8: 0.21, -0.31, -0.49, 0.63, -0.64, 0.02, -0.46, 0.67

Entry 2:
Entry from the Open Molecules 2025 dataset: C21H39INO2P2Rh as an isolated structure at a distorted geometry (ωB97M-V with the def2-TZVPD basis set).

Kohn-Sham gap (spin up / spin down) (eV): 4.27 / 2.11
Spin multiplicity: 5
Electronic energy (eV): -57663.8183
Maximum force (Eh/bohr): 0.1090
HOMO energy (spin up / spin down) (eV): -11.4 / -13.5
Net charge: +2

Element x y z (Å)
1 C -7.28 3.84 2.41
2 C -6.60 2.91 1.42
3 H -8.33 3.94 2.10
4 H -6.81 4.83 2.41
5 H -7.25 3.42 3.42
6 O -7.10 2.37 0.46
7 I -4.48 2.49 1.73
8 Rh -0.84 0.00 -0.12
9 P -1.76 -1.73 1.15
10 C -1.99 -3.35 0.35
11 C -0.61 -2.19 2.49
12 H -1.03 -3.01 3.09
13 H -3.50 -2.10 2.78
14 H -0.42 -1.33 3.15
15 H -3.21 -0.34 2.52
16 H -1.06 -3.65 -0.15
17 H 0.33 -2.51 2.05
18 C -3.30 -1.32 2.03
19 H -2.24 -4.11 1.10
20 H -4.13 -1.26 1.32
21 H -2.79 -3.31 -0.40
22 P -0.63 1.92 -1.47
23 C -0.47 1.76 -3.30
24 C -1.89 3.20 -1.22
25 H 0.96 3.11 -0.04
26 H 1.06 3.68 -1.72
27 H 1.78 2.12 -1.28
28 C 0.94 2.79 -1.09
29 H -2.04 3.38 -0.15
30 H -1.56 4.13 -1.71
31 H -0.27 2.75 -3.73
32 H -1.40 1.36 -3.71
33 H -2.84 2.87 -1.66
34 H 0.36 1.11 -3.58
35 C -1.51 -0.97 -1.53
36 O -1.92 -1.62 -2.40
37 C 5.31 -2.95 -0.65
38 C 4.06 -2.23 -1.07
39 C 3.63 -2.29 -2.39
40 C 2.49 -1.62 -2.83
41 C 2.09 -1.71 -4.28
42 C 1.76 -0.88 -1.91
43 C 2.10 -0.84 -0.53
44 C 3.32 -1.48 -0.15
45 N 1.28 -0.23 0.37
46 C 1.83 0.38 1.58
47 C 2.24 -0.67 2.64
48 C 3.03 1.28 1.25
49 C 0.70 1.24 2.14
50 H 5.24 -4.02 -0.87
51 H 6.18 -2.55 -1.18
52 H 5.48 -2.84 0.43
53 H 4.19 -2.89 -3.11
54 H 2.87 -1.27 -4.92
55 H 2.00 -2.76 -4.56
56 H 1.14 -1.21 -4.49
57 H 0.87 -0.30 -2.20
58 H 3.69 -1.43 0.86
59 H 3.23 -0.43 3.05
60 H 1.53 -0.68 3.47
61 H 2.28 -1.69 2.26
62 H 3.85 0.74 0.78
63 H 2.75 2.09 0.58
64 H 3.40 1.72 2.19
65 H 0.47 2.08 1.48
66 H -0.22 0.64 2.25
67 H 1.01 1.62 3.12

Results of the Mulliken charge analysis, in e, for atoms 1 through 8: -0.98, 0.62, 0.31, 0.36, 0.36, -0.26, 0.57, -0.68

Entry 3:
Entry from the Open Molecules 2025 dataset: C21H39N2O2OsP3 as an isolated structure at a distorted geometry (ωB97M-V with the def2-TZVPD basis set).

Kohn-Sham gap (spin up / spin down) (eV): 5.66 / 5.23
Spin multiplicity: 5
Electronic energy (eV): -59771.7206
Maximum force (Eh/bohr): 0.1721
HOMO energy (spin up / spin down) (eV): -18.5 / -19.6
Net charge: +4
Energy relative to the best compared isomer or geometry (same formula, charge and spin) (kJ/mol): 270.20

Element x y z (Å)
1 P 4.33 -1.40 -0.17
2 C 4.39 -0.92 1.60
3 H 5.35 -0.48 1.88
4 H 4.18 -1.81 2.21
5 H 3.58 -0.19 1.76
6 C 5.89 -2.33 -0.45
7 H 6.03 -2.40 -1.54
8 H 5.74 -3.36 -0.06
9 H 6.76 -1.86 0.02
10 C 4.75 0.25 -0.83
11 H 5.77 0.54 -0.57
12 H 4.05 0.99 -0.42
13 H 4.63 0.25 -1.92
14 P -1.07 3.61 -0.83
15 C -1.14 3.99 0.95
16 H -1.49 5.03 1.08
17 H -0.12 3.87 1.35
18 H -1.82 3.28 1.44
19 C -0.41 5.11 -1.62
20 H -0.74 5.15 -2.67
21 H 0.68 5.06 -1.58
22 H -0.77 5.99 -1.07
23 C -2.82 3.57 -1.34
24 H -3.30 4.53 -1.11
25 H -3.32 2.75 -0.81
26 H -2.84 3.39 -2.43
27 P -3.44 -2.08 0.38
28 C -3.91 -2.58 2.04
29 H -4.89 -3.07 1.99
30 H -3.96 -1.71 2.70
31 H -3.17 -3.30 2.42
32 C -4.89 -2.06 -0.67
33 H -5.74 -2.46 -0.11
34 H -4.72 -2.69 -1.56
35 H -5.11 -1.03 -0.99
36 C -2.16 -3.18 -0.22
37 H -2.51 -3.70 -1.13
38 H -1.95 -3.94 0.55
39 H -1.24 -2.63 -0.43
40 Os 0.10 0.83 -1.65
41 C 0.49 1.34 0.06
42 O 0.82 1.64 1.17
43 C -2.77 -0.37 0.50
44 O -2.56 0.73 0.83
45 C -1.32 0.63 -3.12
46 C -0.93 -0.61 -2.64
47 C 0.42 -0.95 -2.56
48 C 1.39 -0.02 -2.94
49 C 1.00 1.23 -3.42
50 C -0.35 1.56 -3.50
51 H -2.37 0.91 -3.14
52 H -1.67 -1.32 -2.28
53 H 0.72 -1.88 -2.10
54 H 2.44 -0.24 -2.75
55 H 1.75 1.98 -3.66
56 H -0.65 2.55 -3.83
57 C 0.21 -1.15 4.77
58 N 0.34 -1.26 3.33
59 C 1.13 -2.16 2.61
60 C 0.91 -1.89 1.28
61 N -0.03 -0.91 1.17
62 C -0.35 -0.52 2.40
63 H -0.49 -1.89 5.17
64 H 1.19 -1.30 5.25
65 H -0.16 -0.15 5.02
66 H 1.77 -2.90 3.07
67 H 1.38 -2.34 0.41
68 H -1.03 0.26 2.70

Results of the Mulliken charge analysis, in e, for atoms 1 through 8: 0.74, -0.99, 0.49, 0.38, 0.23, -1.10, 0.40, 0.40

Entry 4:
Entry from the Open Molecules 2025 dataset: an isolated ion of composition C21H39N4O3S and charge +1 (ωB97M-V with the def2-TZVPD basis set).

Kohn-Sham gap (eV): 7.21
Spin multiplicity: 1
Electronic energy (eV): -45342.1488
Maximum force (Eh/bohr): 0.0185
SMILES: CC[NH+](CC)S(=O)(=O)c1ccc(C)c(NC(=O)CNCCN(C(C)C)C(C)C)c1
HOMO energy (eV): -10.5
Net charge: +1
Energy relative to the best compared isomer or geometry (same formula, charge and spin) (kJ/mol): 116.81

Element x y z (Å)
1 C -5.41 0.06 -2.00
2 C -6.18 -0.08 -0.70
3 N -5.33 -0.50 0.43
4 C -4.56 -1.74 0.21
5 C -4.21 -2.43 1.52
6 S -4.31 0.99 1.13
7 O -4.02 0.51 2.43
8 O -5.22 2.06 0.93
9 C -2.87 1.12 0.10
10 C -2.77 2.16 -0.80
11 C -1.62 2.23 -1.57
12 C -0.62 1.27 -1.49
13 C 0.58 1.34 -2.37
14 C -0.76 0.21 -0.57
15 N 0.16 -0.82 -0.50
16 C -0.16 -2.12 -0.28
17 O -1.29 -2.52 -0.09
18 C 1.05 -3.04 -0.39
19 N 2.27 -2.27 -0.31
20 C 2.70 -2.00 1.06
21 C 3.88 -1.01 1.06
22 N 3.46 0.30 0.61
23 C 4.32 0.93 -0.39
24 C 5.81 1.04 -0.05
25 C 4.18 0.19 -1.73
26 C 2.93 1.14 1.69
27 C 3.97 1.90 2.52
28 C 1.87 2.12 1.17
29 C -1.88 0.17 0.26
30 H -4.61 0.78 -1.91
31 H -5.00 -0.89 -2.33
32 H -6.09 0.41 -2.77
33 H -6.99 -0.81 -0.82
34 H -6.63 0.88 -0.43
35 H -5.93 -0.65 1.25
36 H -3.64 -1.50 -0.34
37 H -5.16 -2.41 -0.41
38 H -3.48 -3.20 1.32
39 H -5.09 -2.88 1.97
40 H -3.79 -1.73 2.23
41 H -3.56 2.89 -0.87
42 H -1.50 3.05 -2.26
43 H 0.50 2.16 -3.08
44 H 0.70 0.41 -2.92
45 H 1.48 1.49 -1.77
46 H 1.16 -0.67 -0.68
47 H 0.98 -3.54 -1.36
48 H 0.96 -3.82 0.39
49 H 3.02 -2.73 -0.81
50 H 3.00 -2.92 1.59
51 H 1.86 -1.56 1.60
52 H 4.31 -0.99 2.07
53 H 4.64 -1.40 0.38
54 H 3.93 1.95 -0.52
55 H 5.99 1.65 0.83
56 H 6.33 1.50 -0.89
57 H 6.25 0.06 0.12
58 H 4.81 -0.70 -1.75
59 H 3.15 -0.12 -1.89
60 H 4.49 0.84 -2.55
61 H 2.42 0.44 2.36
62 H 3.50 2.30 3.41
63 H 4.39 2.72 1.96
64 H 4.77 1.23 2.84
65 H 2.31 2.85 0.50
66 H 1.44 2.66 2.01
67 H 1.08 1.59 0.66
68 H -1.97 -0.59 1.02

Results of the Mulliken charge analysis, in e, for atoms 1 through 8: -0.77, -0.49, -0.17, -0.54, -1.51, 1.43, -0.61, -0.64

Entry 5:
Entry from the Open Molecules 2025 dataset: C21H40As2InO3 as an isolated structure at a distorted geometry (ωB97M-V with the def2-TZVPD basis set).

Kohn-Sham gap (spin up / spin down) (eV): 6.64 / 6.97
Spin multiplicity: 1
Electronic energy (eV): -155407.5401
Maximum force (Eh/bohr): 0.0554
HOMO energy (spin up / spin down) (eV): -9.6 / -10.3
Net charge: +1
Energy relative to the best compared isomer or geometry (same formula, charge and spin) (kJ/mol): 372.93

Element x y z (Å)
1 In -0.20 -0.48 1.09
2 C 3.01 -1.67 2.20
3 O 1.75 -2.01 1.61
4 C 1.34 -3.30 2.10
5 C -0.14 -3.34 2.14
6 O -0.77 -2.23 2.79
7 C -0.62 -2.04 4.22
8 C 0.35 -0.95 4.45
9 O -0.18 0.28 3.86
10 C 0.29 1.40 4.62
11 H 2.97 -1.73 3.27
12 H 3.88 -2.25 1.84
13 H 3.24 -0.62 1.94
14 H 1.69 -4.09 1.47
15 H 1.71 -3.49 3.11
16 H -0.58 -3.28 1.19
17 H -0.44 -4.34 2.56
18 H -1.64 -1.79 4.58
19 H -0.26 -2.98 4.64
20 H 0.36 -0.74 5.55
21 H 1.27 -1.26 4.03
22 H 0.07 1.22 5.65
23 H 1.41 1.50 4.59
24 H -0.29 2.26 4.32
25 C 3.34 0.72 -0.93
26 As 1.53 0.00 -1.23
27 C 1.97 -1.70 -2.05
28 C 0.76 0.99 -2.81
29 C 0.39 0.34 -4.01
30 C -0.16 1.08 -5.08
31 C -0.40 2.47 -4.92
32 C 0.06 3.13 -3.76
33 C 0.61 2.38 -2.73
34 As 0.78 3.38 -1.04
35 C -0.95 4.14 -1.02
36 C 1.86 4.92 -1.61
37 H 3.76 1.02 -1.85
38 H 3.89 -0.22 -0.64
39 H 3.41 1.51 -0.16
40 H 2.90 -1.67 -2.55
41 H 1.27 -1.90 -2.87
42 H 1.95 -2.51 -1.32
43 H 0.54 -0.73 -4.12
44 H -0.43 0.59 -6.03
45 H -0.71 3.10 -5.74
46 H 0.09 4.18 -3.67
47 H -1.62 3.26 -0.94
48 H -1.23 4.79 -1.79
49 H -1.01 4.74 -0.14
50 H 1.55 5.33 -2.57
51 H 2.97 4.80 -1.56
52 H 1.60 5.68 -0.82
53 C -3.83 0.03 -0.19
54 C -2.96 -1.18 -0.57
55 C -3.09 -2.41 0.36
56 C -3.16 -1.50 -2.04
57 C -1.55 -0.79 -0.49
58 H -4.86 -0.18 -0.46
59 H -3.41 0.89 -0.70
60 H -3.81 0.25 0.90
61 H -4.12 -2.72 0.41
62 H -2.77 -2.23 1.39
63 H -2.54 -3.26 -0.01
64 H -4.16 -1.83 -2.19
65 H -2.46 -2.29 -2.36
66 H -2.90 -0.63 -2.59
67 H -1.34 -0.09 -1.30

Results of the Mulliken charge analysis, in e, for atoms 1 through 8: 0.11, -1.05, -0.10, -0.38, -0.82, -0.22, -0.73, -0.20

Entry 6:
Entry from the Open Molecules 2025 dataset: C21H40GeN2O3SbSeW as an isolated structure (ωB97M-V with the def2-TZVPD basis set).

Kohn-Sham gap (spin up / spin down) (eV): 6.07 / 5.65
Spin multiplicity: 4
Electronic energy (eV): -161730.1620
Maximum force (Eh/bohr): 0.0150
HOMO energy (spin up / spin down) (eV): -20.5 / -21.5
Net charge: +4
Energy relative to the best compared isomer or geometry (same formula, charge and spin) (kJ/mol): 0.00

Element x y z (Å)
1 W 0.08 0.04 -0.38
2 C -3.97 1.36 -0.47
3 C -2.72 1.66 -1.25
4 C -2.64 0.90 -2.55
5 C -2.44 3.13 -1.37
6 O -1.53 1.09 -0.31
7 Ge -2.01 0.10 1.51
8 O 0.02 0.52 1.57
9 C 0.53 1.55 2.61
10 C 0.94 2.78 1.84
11 C -0.63 1.83 3.55
12 C 1.67 0.87 3.33
13 O -1.14 -1.30 0.35
14 C -1.05 -2.83 0.69
15 C -1.82 -3.00 1.98
16 C 0.42 -3.11 0.85
17 C -1.69 -3.54 -0.48
18 H -4.82 1.75 -1.04
19 H -4.15 0.28 -0.36
20 H -4.00 1.86 0.50
21 H -3.48 1.21 -3.17
22 H -1.72 1.13 -3.09
23 H -2.72 -0.18 -2.40
24 H -3.26 3.58 -1.94
25 H -2.40 3.63 -0.40
26 H -1.52 3.33 -1.93
27 H 0.11 3.21 1.27
28 H 1.29 3.55 2.53
29 H 1.78 2.57 1.16
30 H -1.46 2.35 3.04
31 H -0.99 0.93 4.05
32 H -0.29 2.51 4.33
33 H 2.50 0.66 2.65
34 H 2.05 1.53 4.11
35 H 1.35 -0.06 3.80
36 H -1.37 -2.44 2.81
37 H -2.88 -2.73 1.87
38 H -1.80 -4.05 2.28
39 H 0.86 -2.53 1.67
40 H 0.58 -4.17 1.08
41 H 0.96 -2.91 -0.09
42 H -2.74 -3.27 -0.59
43 H -1.16 -3.32 -1.41
44 H -1.64 -4.61 -0.31
45 Se 1.18 2.27 -1.74
46 N 0.39 -0.57 -2.04
47 C 0.60 -0.60 -3.35
48 C 0.59 -1.82 -4.13
49 C 0.66 -1.78 -5.49
50 C 0.71 -0.53 -6.14
51 C 0.71 0.70 -5.42
52 C 0.70 0.69 -4.03
53 N 0.72 1.84 -3.33
54 H 0.49 -2.76 -3.60
55 H 0.65 -2.69 -6.08
56 H 0.72 -0.49 -7.22
57 H 0.76 1.64 -5.96
58 C 4.15 1.68 0.43
59 Sb 3.06 -0.01 -0.21
60 C 3.83 -0.44 -2.13
61 C 3.66 -1.63 1.00
62 H 5.19 1.46 0.17
63 H 4.05 1.80 1.51
64 H 3.83 2.58 -0.09
65 H 4.91 -0.55 -2.00
66 H 3.64 0.39 -2.81
67 H 3.41 -1.37 -2.50
68 H 4.73 -1.50 1.14
69 H 3.46 -2.56 0.48
70 H 3.15 -1.60 1.97

Results of the Mulliken charge analysis, in e, for atoms 1 through 8: -0.65, -2.15, 1.44, -1.47, -1.27, -0.05, 0.40, 0.24

Entry 7:
Entry from the Open Molecules 2025 dataset: a 2-piece molecular cluster, C21H40IN6O3S overall at a distorted geometry (ωB97M-V with the def2-TZVPD basis set).

Kohn-Sham gap (eV): 7.20
Spin multiplicity: 1
Electronic energy (eV): -56423.4535
Maximum force (Eh/bohr): 0.1682
HOMO energy (eV): -10.7
Net charge: +1
Energy relative to the best compared isomer or geometry (same formula, charge and spin) (kJ/mol): 1206.31

Element x y z (Å)
1 C 1.46 -1.34 2.04
2 C 2.97 -0.63 1.96
3 I 3.97 -0.46 3.90
4 C 2.90 0.77 1.10
5 C 1.82 1.88 1.67
6 C 1.68 2.36 3.22
7 N 0.60 3.41 3.34
8 C 0.14 3.54 1.89
9 C -1.03 4.67 1.71
10 C -2.51 3.98 1.86
11 C -3.40 4.50 3.14
12 N -3.60 3.31 4.09
13 N 0.79 2.66 0.83
14 C 0.49 2.57 -0.65
15 C -1.10 2.51 -1.04
16 C -1.88 1.14 -0.51
17 C -3.54 1.24 -0.69
18 S -4.46 1.22 0.94
19 C -5.30 -0.42 1.27
20 N -6.52 -0.29 2.17
21 N -7.00 -1.58 2.36
22 C -6.09 -2.52 1.57
23 O -4.98 -1.80 0.88
24 H 0.99 -1.06 3.08
25 H 1.68 -2.51 1.92
26 H 0.86 -0.91 1.11
27 H 3.63 -1.38 1.30
28 H 2.73 0.61 -0.06
29 H 3.97 1.28 1.20
30 H 2.24 2.06 4.21
31 H 0.26 3.91 4.19
32 H -0.95 5.07 0.59
33 H -0.90 5.58 2.48
34 H -2.31 2.82 2.05
35 H -3.09 4.02 0.83
36 H -2.87 5.39 3.69
37 H -4.50 4.77 2.76
38 H -2.66 2.86 4.27
39 H -4.16 2.55 3.62
40 H 0.96 1.54 -1.04
41 H 1.09 3.41 -1.25
42 H -1.67 3.50 -0.76
43 H -1.15 2.45 -2.23
44 H -1.54 0.28 -1.25
45 H -1.56 0.85 0.58
46 H -3.72 2.32 -1.17
47 H -3.94 0.47 -1.50
48 H -6.32 -3.67 1.64
49 C 3.86 -0.91 -1.90
50 O 2.87 -1.72 -1.28
51 C 1.55 -1.45 -1.77
52 C 1.01 -2.67 -2.53
53 N 1.72 -2.85 -3.80
54 C 1.42 -4.13 -4.46
55 C 1.87 -5.42 -3.74
56 O 3.29 -5.56 -3.67
57 C 3.89 -4.93 -2.53
58 H 4.82 -1.10 -1.40
59 H 3.97 -1.17 -2.95
60 H 3.62 0.15 -1.79
61 H 1.51 -0.54 -2.39
62 H 0.92 -1.28 -0.89
63 H -0.06 -2.52 -2.74
64 H 1.12 -3.54 -1.89
65 H 2.73 -2.82 -3.63
66 H 1.91 -4.10 -5.44
67 H 0.34 -4.18 -4.66
68 H 1.52 -6.26 -4.34
69 H 1.41 -5.54 -2.76
70 H 3.22 -4.93 -1.66
71 H 4.20 -3.92 -2.79
72 H 4.79 -5.50 -2.28

Results of the Mulliken charge analysis, in e, for atoms 1 through 8: -0.45, -0.50, 0.07, 0.38, 0.41, -0.69, -0.07, 0.08